(1)
121
Properties=species:S:1:pos:R:3:mulliken_charge:R:1 method="wB97M-V/def2-TZVPD" total_charge=+1
N -6.981 2.267 -6.781 -0.598
C -6.838 2.091 -5.319 -0.635
C -6.145 3.285 -4.668 -0.734
C -5.759 3.031 -3.195 -0.916
C -4.322 3.470 -2.902 -0.771
C -3.995 3.463 -1.407 0.364
C -3.952 4.850 -0.787 -1.070
N -2.861 5.662 -1.422 -0.053
C -1.546 4.945 -1.552 -0.140
C -1.647 3.421 -1.727 -0.332
O -2.755 2.829 -1.097 -0.487
H -6.402 1.584 -7.254 0.272
H -6.595 3.162 -7.059 0.262
H -7.830 2.006 -4.868 0.145
H -6.274 1.178 -5.126 0.469
H -5.233 3.490 -5.240 0.454
H -6.776 4.173 -4.735 0.299
H -5.852 1.959 -3.006 0.348
H -6.454 3.543 -2.526 0.462
H -4.200 4.464 -3.351 0.362
H -3.648 2.806 -3.444 0.309
H -4.754 2.913 -0.851 0.549
H -4.894 5.374 -0.951 0.454
H -3.741 4.792 0.278 0.414
H -2.695 6.501 -0.865 0.424
H -3.158 5.999 -2.339 0.443
H -1.082 5.344 -2.455 0.042
H -0.876 5.219 -0.743 0.099
H -0.766 2.994 -1.247 0.314
H -1.572 3.164 -2.787 0.267
C 0.005 -0.275 -1.307 -0.498
N 0.417 0.088 -2.687 0.988
O 1.285 0.932 -2.818 -0.553
O -0.128 -0.485 -3.607 -0.556
H 0.596 0.307 -0.616 -0.009
H -1.055 -0.049 -1.220 0.281
H 0.182 -1.337 -1.164 0.365
C 2.335 -2.893 2.423 -0.718
N 1.579 -2.258 1.315 0.970
O 1.791 -1.081 1.078 -0.514
O 0.788 -2.939 0.700 -0.596
H 2.983 -2.142 2.854 0.270
H 1.612 -3.253 3.141 0.213
H 2.903 -3.712 2.000 0.322
C 1.212 7.912 -4.139 -0.739
N -0.246 7.719 -3.908 0.865
O -0.773 8.353 -3.016 -0.521
O -0.825 6.926 -4.624 -0.504
H 1.575 8.640 -3.424 0.312
H 1.691 6.946 -4.007 0.300
H 1.333 8.260 -5.161 0.304
C 2.653 2.024 0.464 -0.730
N 3.416 2.694 1.548 1.033
O 4.347 3.415 1.245 -0.616
O 3.061 2.478 2.688 -0.526
H 3.060 2.324 -0.495 0.286
H 2.735 0.949 0.604 0.286
H 1.623 2.351 0.574 0.308
C 0.919 -2.923 6.911 -0.746
N 1.186 -2.254 5.610 0.834
O 0.298 -2.228 4.777 -0.538
O 2.287 -1.775 5.455 -0.423
H -0.096 -3.299 6.899 0.300
H 1.645 -3.726 7.012 0.302
H 1.065 -2.180 7.690 0.290
C 4.191 1.008 5.316 -0.606
N 4.020 0.924 6.793 0.959
O 3.805 1.958 7.395 -0.580
O 4.101 -0.173 7.299 -0.534
H 4.091 2.044 5.022 0.279
H 5.176 0.618 5.075 0.284
H 3.417 0.391 4.867 0.199
C 2.626 -2.286 -4.160 -0.572
N 3.772 -2.807 -3.367 0.922
O 3.608 -2.958 -2.173 -0.510
O 4.796 -3.041 -3.970 -0.549
H 1.793 -2.131 -3.488 0.132
H 2.942 -1.355 -4.621 0.280
H 2.386 -3.025 -4.918 0.294
C 2.218 -7.836 3.303 -0.719
N 2.823 -6.611 3.887 0.887
O 3.034 -6.584 5.080 -0.547
O 3.069 -5.698 3.122 -0.531
H 2.058 -8.548 4.105 0.302
H 1.279 -7.550 2.838 0.313
H 2.910 -8.220 2.564 0.265
C -10.674 3.724 -5.211 -0.637
N -10.367 3.775 -3.755 0.884
O -10.399 4.854 -3.203 -0.539
O -10.076 2.725 -3.221 -0.508
H -10.897 4.726 -5.555 0.297
H -9.790 3.327 -5.704 0.195
H -11.520 3.060 -5.357 0.310
C 4.657 -11.884 3.841 -0.758
N 3.942 -11.290 2.680 0.886
O 4.167 -10.129 2.402 -0.537
O 3.171 -12.008 2.080 -0.530
H 5.302 -11.126 4.268 0.316
H 3.902 -12.214 4.548 0.299
H 5.226 -12.731 3.469 0.300
C 1.436 5.793 3.074 -0.687
N 0.915 5.899 1.684 0.778
O 0.629 6.991 1.247 -0.533
O 0.804 4.861 1.055 -0.457
H 1.477 6.789 3.497 0.316
H 0.757 5.149 3.625 0.292
H 2.422 5.339 3.016 0.245
C 0.484 -10.778 0.348 -0.580
N -0.103 -10.135 1.555 0.887
O -0.273 -8.931 1.538 -0.534
O -0.366 -10.858 2.491 -0.518
H 0.663 -10.009 -0.392 0.290
H 1.406 -11.259 0.661 0.183
H -0.233 -11.514 -0.004 0.299
C 6.938 1.428 1.367 -0.435
N 6.574 0.215 2.150 0.913
O 7.031 0.095 3.266 -0.542
O 5.805 -0.562 1.621 -0.508
H 7.601 2.039 1.967 0.293
H 7.416 1.103 0.448 0.285
H 5.999 1.930 1.164 0.012

(2)
93
Properties=species:S:1:pos:R:3:mulliken_spin:R:1 method="wB97M-V/def2-TZVPD" total_charge=+1 multiplicity=2
C -1.341 -0.706 -2.170 0.172
C -1.966 0.699 -2.471 0.002
C -3.470 0.698 -1.986 0.019
O -4.333 -0.144 -2.723 0.001
C -5.628 -0.294 -2.065 0.001
N -1.098 1.613 -1.753 0.837
H -2.142 -1.438 -2.271 0.004
H -0.912 -0.784 -1.171 -0.004
H -0.622 -1.016 -2.929 -0.004
H -1.882 0.961 -3.526 0.006
H -3.844 1.710 -2.144 -0.002
H -3.560 0.452 -0.928 -0.004
H -6.210 0.627 -2.014 0.000
H -5.407 -0.717 -1.085 0.000
H -6.250 -1.070 -2.509 0.000
H -1.158 1.516 -0.750 -0.008
H -0.113 1.652 -1.974 -0.025
C 2.357 3.818 -2.223 -0.001
C 3.428 2.813 -1.981 0.000
C 4.652 2.949 -2.954 0.000
O 5.723 2.041 -2.625 0.000
C 5.492 0.734 -3.057 0.000
N 3.810 2.673 -0.597 0.000
H 1.437 3.735 -1.644 0.001
H 1.922 3.725 -3.218 0.000
H 2.699 4.835 -2.035 0.000
H 3.132 1.794 -2.228 0.000
H 5.081 3.951 -2.921 0.000
H 4.344 2.827 -3.992 0.000
H 4.704 0.184 -2.542 0.000
H 6.386 0.159 -2.814 0.000
H 5.383 0.692 -4.141 0.000
H 4.741 2.290 -0.677 0.000
H 3.922 3.628 -0.286 0.000
C -4.276 1.213 1.951 0.000
C -4.066 2.597 1.493 -0.005
C -5.257 3.493 1.899 0.001
O -6.461 3.000 1.213 0.000
C -6.474 3.680 -0.074 0.000
N -2.784 3.057 2.102 0.000
H -5.165 0.832 1.448 0.000
H -4.426 1.120 3.027 0.000
H -3.396 0.660 1.624 0.000
H -3.813 2.696 0.437 0.005
H -5.014 4.555 1.862 0.000
H -5.398 3.426 2.978 0.000
H -5.559 3.587 -0.659 0.000
H -6.590 4.758 0.039 0.000
H -7.322 3.383 -0.692 0.000
H -2.595 3.919 1.611 0.000
H -2.089 2.420 1.738 0.000
C 4.032 -1.747 1.686 0.000
C 3.946 -2.252 0.280 0.000
C 4.441 -3.664 -0.110 0.000
O 4.391 -3.739 -1.531 0.000
C 5.412 -4.533 -2.046 0.000
N 2.556 -2.122 -0.073 0.000
H 3.635 -0.733 1.646 0.000
H 5.019 -1.768 2.148 0.000
H 3.358 -2.279 2.358 0.000
H 4.420 -1.478 -0.324 0.000
H 3.816 -4.418 0.367 0.000
H 5.455 -3.778 0.273 0.000
H 5.117 -4.775 -3.067 0.000
H 5.444 -5.415 -1.406 0.000
H 6.363 -4.001 -2.093 0.000
H 2.062 -2.900 0.340 0.000
H 2.582 -2.383 -1.049 0.000
C -0.586 -2.132 4.844 0.000
C -0.401 -3.153 3.792 0.000
C -1.477 -3.215 2.708 0.000
O -1.731 -1.990 2.032 0.000
C -2.582 -2.262 0.951 0.000
N 0.895 -2.916 3.196 0.000
H -1.371 -2.272 5.587 0.000
H -0.748 -1.174 4.349 0.000
H 0.339 -1.951 5.392 0.000
H -0.148 -4.125 4.216 0.000
H -2.372 -3.599 3.196 0.000
H -1.256 -4.009 1.995 0.000
H -3.312 -3.048 1.145 0.000
H -1.973 -2.442 0.065 0.000
H -3.261 -1.432 0.752 0.000
H 0.981 -3.582 2.442 0.000
H 0.677 -2.085 2.666 0.000
C 0.713 0.730 0.883 -0.003
O -0.057 1.669 1.074 0.007
N 1.772 0.725 0.192 -0.001
N 0.379 -0.466 1.201 0.002
H 2.267 1.575 -0.040 -0.002
H 2.139 -0.171 -0.095 0.001
H -0.449 -0.540 1.774 0.000
H 0.918 -1.151 0.690 0.001

(3)
112
Properties=species:S:1:pos:R:3:mulliken_charge:R:1 method="wB97M-V/def2-TZVPD" total_charge=-1
P -17.548 11.035 -3.822 1.862
F -16.022 10.673 -4.184 -0.343
F -17.496 12.474 -4.631 -0.364
F -17.990 10.310 -5.206 -0.439
F -19.103 11.407 -3.503 -0.490
F -17.741 9.571 -3.119 -0.413
F -17.136 11.727 -2.444 -0.512
O -20.287 16.716 -5.083 -0.604
S -19.129 16.978 -4.276 1.209
O -18.397 18.217 -4.366 -0.664
O -19.557 16.890 -2.672 -0.350
C -18.642 17.257 -1.605 -0.487
C -17.986 15.971 -1.047 -0.260
C -18.023 15.613 -4.309 -0.556
H -19.263 17.795 -0.896 0.301
H -17.921 17.905 -2.109 0.408
H -17.053 16.142 -0.505 0.354
H -17.604 15.197 -1.719 -0.156
H -18.761 15.398 -0.537 0.090
H -17.683 15.424 -5.323 0.347
H -18.431 14.718 -3.840 0.245
H -17.219 15.812 -3.597 0.077
O -12.672 4.815 -3.362 -0.645
S -12.858 5.825 -4.375 1.057
O -13.446 5.463 -5.645 -0.543
O -13.689 7.047 -3.718 -0.150
C -13.547 7.361 -2.309 -0.401
C -14.703 8.286 -1.932 -0.801
C -11.253 6.652 -4.676 -0.956
H -12.517 7.729 -2.314 0.366
H -13.571 6.483 -1.659 0.309
H -14.495 9.103 -2.629 0.111
H -14.659 8.633 -0.903 0.378
H -15.698 7.905 -2.149 0.251
H -10.913 6.741 -3.645 0.337
H -11.435 7.670 -5.011 0.308
H -10.652 6.051 -5.348 0.381
O -24.602 8.144 -8.460 -0.608
S -24.390 8.515 -7.100 1.172
O -24.116 7.497 -6.096 -0.617
O -23.202 9.589 -7.055 -0.325
C -22.507 9.798 -5.828 -0.091
C -21.002 9.668 -6.064 -0.883
C -25.710 9.456 -6.392 -0.828
H -22.733 9.139 -4.985 0.236
H -22.774 10.729 -5.317 0.239
H -20.885 9.120 -7.000 0.387
H -20.489 9.155 -5.257 0.312
H -20.575 10.654 -6.235 0.121
H -26.599 8.829 -6.344 0.338
H -25.918 10.424 -6.844 0.343
H -25.440 9.684 -5.361 0.242
C -22.431 13.099 -3.720 -0.776
S -21.917 14.586 -2.743 0.887
O -23.137 15.177 -2.083 -0.823
C -21.202 13.527 -1.406 -0.788
H -22.420 13.241 -4.801 0.455
H -23.447 12.963 -3.349 0.404
H -21.828 12.207 -3.567 -0.157
H -22.040 13.168 -0.805 0.485
H -20.572 14.072 -0.703 0.272
H -20.685 12.645 -1.782 -0.015
C -16.750 8.612 -7.299 -0.330
S -16.320 7.951 -8.954 0.407
O -15.670 9.007 -9.773 -0.546
C -15.118 6.662 -8.602 -0.889
H -17.650 9.216 -7.322 -0.277
H -15.997 9.351 -6.999 0.188
H -16.658 7.846 -6.531 0.507
H -14.550 6.358 -9.479 0.407
H -15.589 5.818 -8.099 0.341
H -14.320 6.985 -7.923 0.182
C -18.019 12.636 1.471 -0.571
S -16.335 12.776 0.765 0.742
O -15.518 13.138 1.985 -0.773
C -16.120 10.966 0.517 -1.095
H -18.662 13.159 0.763 -0.096
H -18.117 13.023 2.481 0.415
H -18.339 11.595 1.534 0.351
H -15.919 10.668 1.548 0.530
H -15.214 10.699 -0.028 0.231
H -16.983 10.570 -0.010 0.267
C -16.791 12.856 -7.724 -0.570
S -17.351 12.456 -9.416 0.344
O -16.385 11.449 -9.969 -0.542
C -18.899 11.478 -9.147 -0.717
H -16.770 11.954 -7.114 -0.018
H -17.507 13.553 -7.279 0.242
H -15.845 13.392 -7.737 0.386
H -19.553 11.940 -8.408 0.271
H -18.609 10.458 -8.897 0.043
H -19.427 11.356 -10.092 0.461
C -14.845 14.277 -5.180 -0.554
S -13.998 14.548 -3.575 0.259
O -14.936 15.335 -2.703 -0.522
C -14.048 12.806 -3.003 -0.631
H -14.365 13.374 -5.573 0.431
H -14.804 15.089 -5.900 0.497
H -15.869 13.910 -5.085 -0.276
H -15.100 12.588 -2.823 -0.148
H -13.441 12.603 -2.123 0.463
H -13.595 12.235 -3.815 0.421
C -22.825 8.653 -0.148 -1.046
S -22.895 9.136 -1.937 0.382
O -23.096 10.639 -1.925 -0.524
C -21.113 8.952 -2.187 -0.401
H -22.488 7.614 -0.180 0.416
H -23.857 8.602 0.193 0.376
H -22.176 9.294 0.439 0.255
H -20.939 7.902 -2.438 0.525
H -20.555 9.301 -1.325 0.412
H -20.872 9.458 -3.121 -0.464

(4)
96
Properties=species:S:1:pos:R:3:mulliken_charge:R:1 method="wB97M-V/def2-TZVPD" smiles="COC[C@H](C)N.COC[C@H](C)N.COC[C@H](C)N.COC[C@H](C)N.NC(N)=O.NC(N)=O.CC(C)O" total_charge=0
C -19.376 7.753 1.710 0.490
O -18.170 8.025 1.765 -0.743
N -20.107 7.553 2.873 -0.352
N -19.937 7.609 0.455 -0.373
H -20.996 7.110 2.710 0.129
H -19.527 7.430 3.692 0.432
H -20.937 7.468 0.319 0.270
H -19.293 7.379 -0.283 0.220
C -19.555 3.456 4.457 0.134
O -19.981 4.002 5.447 -0.716
N -20.191 2.310 3.944 -0.007
N -18.361 3.897 3.882 -0.172
H -20.987 2.094 4.555 0.208
H -20.217 1.919 3.027 0.127
H -18.148 4.876 4.225 0.099
H -18.275 3.725 2.860 0.189
C -16.711 6.881 6.200 -1.714
C -17.002 7.784 5.040 0.866
C -15.766 8.417 4.429 -1.363
O -17.726 7.011 4.062 -0.576
H -16.021 6.087 5.983 0.364
H -17.632 6.584 6.674 0.369
H -16.160 7.432 6.986 0.477
H -17.733 8.574 5.406 0.142
H -14.948 8.701 5.162 0.361
H -16.135 9.274 3.857 0.347
H -15.294 7.731 3.660 0.281
H -17.825 7.467 3.209 0.433
C -17.134 -1.020 3.394 -1.186
C -17.452 -0.762 4.860 0.241
C -16.901 0.689 5.167 -0.091
O -16.731 0.787 6.598 -0.361
C -16.524 2.134 6.988 -0.590
N -18.773 -1.030 5.267 -0.516
H -17.318 -2.051 3.101 0.391
H -16.047 -0.942 3.191 0.408
H -17.718 -0.388 2.674 0.051
H -16.785 -1.427 5.419 0.289
H -17.570 1.440 4.755 -0.097
H -15.927 0.721 4.675 0.389
H -17.263 2.872 6.686 0.154
H -15.546 2.548 6.581 0.260
H -16.459 2.125 8.079 0.335
H -18.943 -1.307 6.248 0.235
H -19.466 -0.444 4.810 0.167
C -21.869 4.529 1.425 1.189
C -22.833 5.450 0.768 0.198
C -24.170 4.768 0.515 -0.771
O -25.059 5.650 -0.058 -0.364
C -26.434 5.514 0.179 -0.769
N -23.026 6.721 1.521 -0.404
H -21.749 3.596 0.842 -0.648
H -22.073 4.386 2.502 -0.602
H -20.913 5.037 1.375 0.079
H -22.408 5.720 -0.220 0.308
H -24.592 4.479 1.455 0.414
H -23.998 3.904 -0.072 0.084
H -26.944 6.282 -0.310 0.287
H -26.597 5.438 1.246 0.300
H -26.892 4.591 -0.144 0.325
H -23.311 6.453 2.458 0.083
H -23.754 7.306 1.158 0.318
C -24.416 2.446 5.993 -1.582
C -24.367 3.933 5.845 0.384
C -23.308 4.285 4.774 -0.178
O -23.406 5.666 4.316 -0.081
C -22.827 6.574 5.231 -1.105
N -25.629 4.384 5.266 -0.574
H -23.371 2.223 6.277 0.292
H -24.775 1.872 5.109 0.347
H -25.050 2.191 6.814 0.475
H -24.046 4.289 6.782 0.300
H -23.444 3.641 3.880 0.008
H -22.331 4.119 5.221 0.106
H -22.640 7.482 4.700 0.394
H -21.966 6.131 5.704 0.361
H -23.564 6.695 6.050 0.266
H -25.497 5.353 4.931 0.233
H -26.362 4.136 5.925 0.261
C -22.183 -0.425 0.186 -1.871
C -22.428 1.018 -0.083 1.580
C -21.251 1.704 -0.818 -1.105
O -20.150 1.691 0.030 -0.213
C -19.027 2.358 -0.422 -0.853
N -23.527 1.033 -1.069 -0.637
H -21.330 -0.602 0.830 0.386
H -22.060 -0.992 -0.696 0.482
H -23.071 -0.831 0.733 0.442
H -22.609 1.531 0.868 -0.266
H -21.508 2.724 -1.258 0.220
H -21.120 1.135 -1.707 0.621
H -18.970 2.470 -1.492 0.405
H -18.145 1.890 0.057 0.215
H -19.107 3.405 -0.089 0.200
H -24.164 1.814 -0.998 0.203
H -23.975 0.125 -1.038 0.256

no.,electronic energy (Ha),F_max (eV Å⁻¹)
1,-3686.30088,0.978
2,-1669.79588,5.920
3,-6488.98123,2.517
4,-1800.80340,3.649